Formula: C4H12S
Source: OMol25
Level of theory: wB97M-V/def2-TZVPD

Cartesian coordinates (Å):
S: 0.17 1.63 2.84
C: 1.80 1.52 2.05
C: 0.13 -1.41 -1.78
C: -1.35 -1.68 -1.94
C: -0.81 1.30 1.35
H: -0.38 0.35 1.05
H: -0.51 1.99 0.55
H: -1.86 1.18 1.56
H: 1.82 0.65 1.40
H: 2.46 1.48 2.91
H: 0.72 -1.91 -2.61
H: 1.99 2.41 1.47
H: -1.70 -1.33 -2.91
H: 0.47 -0.37 -1.96
H: 0.58 -1.92 -0.94
H: -1.54 -2.77 -1.81
H: -1.99 -1.11 -1.21

As for the energy: -15168.7037 eV. The expectation value of S² is 0.75. Its spin multiplicity is 2. Its lowest unoccupied orbital energy (alpha / beta) is -3.741 / -8.615 eV. The calculation puts the highest occupied orbital energy (alpha / beta) at -14.180 / -14.180 eV. Its net charge is +1. Its HOMO-LUMO gap (alpha / beta) is 0.38363 / 0.20449 Ha. The maximum force is 2.4 eV/Å.

Formula: C4H6O2
Source: OMol25
Level of theory: wB97M-V/def2-TZVPD

Cartesian coordinates (Å):
O: -1.87 -0.38 0.80
O: 0.41 0.49 -1.57
C: -0.87 0.07 -1.20
C: 0.20 0.63 -0.19
C: -1.13 -0.83 -0.07
C: 1.30 0.02 0.66
H: -1.63 0.81 -1.44
H: 1.77 -0.85 0.20
H: 2.06 0.80 0.78
H: 0.91 -0.23 1.65
H: -0.60 -1.78 0.01
H: -0.55 1.24 0.39

As for the energy: -8335.8805 eV. Its lowest unoccupied orbital energy is 0.911 eV. The calculation puts the highest occupied orbital energy at -9.357 eV. Its HOMO-LUMO gap is 0.37733 Ha. The maximum force is 2.3 eV/Å.

Formula: C6H17N2
Source: OMol25
Level of theory: wB97M-V/def2-TZVPD

Cartesian coordinates (Å):
N: 0.59 1.94 1.95
N: 0.42 0.55 -0.68
C: -0.61 1.91 1.18
C: -0.20 1.85 -0.37
C: -0.26 -1.15 -2.34
C: -0.40 -2.60 0.93
C: -0.22 -0.74 -0.84
C: 0.59 -1.91 -0.12
H: -1.25 -0.85 -2.70
H: -0.07 -2.57 1.98
H: -0.40 -3.66 0.70
H: -1.01 1.97 -1.16
H: 1.34 1.35 1.44
H: -1.23 -0.48 -0.34
H: 0.60 2.80 -0.52
H: -1.10 1.01 1.41
H: 0.80 -2.66 -0.93
H: 0.08 -2.18 -2.53
H: 1.11 0.60 -1.40
H: 1.47 -1.54 0.20
H: 0.44 -0.45 -2.86
H: 0.32 1.68 3.00
H: -1.20 2.77 1.53
H: -1.53 -2.29 0.78
H: 1.10 2.89 1.89

As for the energy: -9456.8907 eV. The expectation value of S² is 0.75. Its spin multiplicity is 2. Its lowest unoccupied orbital energy (alpha / beta) is -7.408 / -11.718 eV. The calculation puts the highest occupied orbital energy (alpha / beta) at -18.883 / -19.034 eV. Its net charge is +2. Its HOMO-LUMO gap (alpha / beta) is 0.42168 / 0.26885 Ha. The maximum force is 5.3 eV/Å.

Formula: C48H34BBr3KN9O2
Source: OMol25
Level of theory: wB97M-V/def2-TZVPD

Cartesian coordinates (Å):
Br: -2.02 0.18 3.79
Br: 0.70 -1.44 4.35
Br: -0.43 7.29 0.91
K: -0.55 0.08 -0.15
O: -4.53 -1.07 0.99
O: -3.48 -1.62 -0.98
N: 0.94 -1.93 -0.71
N: 0.68 1.99 -1.39
N: -1.00 3.30 1.65
N: 2.50 -1.94 1.13
N: 2.38 2.72 0.16
N: -0.70 1.89 -3.38
N: -0.40 -0.36 -2.61
N: 2.00 0.37 0.60
N: -0.48 -2.75 -2.48
C: 1.36 4.17 -1.53
C: -0.88 0.60 -3.44
C: -2.25 -2.36 -5.04
C: 1.94 -5.01 1.03
C: 2.65 1.56 0.75
C: -2.99 -1.88 -6.11
C: -0.76 -1.57 -3.02
C: -1.59 -1.43 -4.25
C: 1.51 -6.30 0.72
C: -6.80 -0.90 0.05
C: 4.88 -0.55 2.64
C: 0.08 2.51 -2.45
C: 3.82 1.36 1.59
C: 3.87 -0.02 1.86
C: 0.68 6.18 -3.32
C: -9.39 0.40 -2.10
C: 0.58 -4.20 -0.81
C: -9.62 -0.43 0.23
C: -2.40 0.41 -5.58
C: -1.67 -0.07 -4.51
C: 0.63 -6.53 -0.34
C: -3.07 -0.51 -6.38
C: -5.44 -1.13 0.00
C: 0.30 -2.87 -1.40
C: 1.68 -2.50 0.28
C: -0.18 5.52 1.54
C: 5.84 0.30 3.16
C: -0.53 -0.78 3.03
C: 1.46 -3.97 0.25
C: 0.04 3.00 2.42
C: -1.10 4.54 1.21
C: 0.15 -5.48 -1.12
C: -5.52 -1.56 -2.38
C: 5.79 1.68 2.89
C: 1.59 6.43 -2.28
C: -9.06 -0.77 -1.16
C: -4.80 -1.45 -1.20
C: 2.72 -0.59 1.17
C: 1.94 5.43 -1.38
C: 1.03 3.91 2.78
C: -7.55 -1.01 -1.13
C: -6.89 -1.33 -2.32
C: 0.91 5.21 2.34
C: 1.50 2.92 -0.81
C: -9.78 -2.03 -1.65
C: 4.79 2.22 2.10
C: 0.45 3.93 -2.58
C: 0.11 4.93 -3.48
B: -3.20 -1.36 0.44
H: -3.53 -2.57 -6.75
H: 2.61 -4.81 1.85
H: -9.57 -2.88 -0.99
H: -1.94 4.78 0.57
H: -10.47 0.58 -2.12
H: -9.45 -1.23 0.94
H: -8.89 1.31 -1.76
H: 0.11 1.97 2.75
H: 4.92 -1.62 2.84
H: 0.30 -7.54 -0.55
H: -0.53 -5.64 -1.94
H: 2.65 5.61 -0.58
H: 6.63 -0.09 3.79
H: -9.17 0.48 0.62
H: -0.95 -1.61 2.46
H: 1.85 -7.14 1.31
H: 6.56 2.32 3.31
H: -7.46 -1.41 -3.24
H: -10.86 -1.87 -1.68
H: -3.66 -0.17 -7.22
H: 1.87 3.58 3.37
H: -0.58 4.72 -4.28
H: -5.01 -1.80 -3.31
H: 0.43 6.98 -4.00
H: 4.75 3.28 1.86
H: -2.20 -3.41 -4.81
H: 0.02 -0.09 2.41
H: -9.45 -2.31 -2.66
H: 2.02 7.42 -2.18
H: -9.05 0.19 -3.12
H: -10.70 -0.27 0.15
H: -2.46 1.48 -5.77
H: -7.26 -0.65 0.99
H: 1.65 5.96 2.58

As for the energy: -294967.9107 eV. Its lowest unoccupied orbital energy is 3.676 eV. The calculation puts the highest occupied orbital energy at -1.294 eV. Its net charge is -2. Its HOMO-LUMO gap is 0.18264 Ha. The maximum force is 0.8 eV/Å.

Formula: C4H5N3O
Source: OMol25
Level of theory: wB97M-V/def2-TZVPD

Cartesian coordinates (Å):
O: 0.98 -1.13 -1.37
N: 1.15 1.06 -0.64
N: -1.03 0.30 0.98
N: 0.18 1.95 -0.04
C: -0.56 -2.10 0.93
C: -0.32 -0.64 0.29
C: 0.59 -0.21 -0.66
C: -0.95 1.48 0.57
H: 1.62 -0.59 -2.01
H: -1.90 2.24 0.61
H: 0.17 -2.47 1.65
H: -1.00 -2.60 0.03
H: -1.31 -1.84 1.80

As for the energy: -10742.6494 eV. Its lowest unoccupied orbital energy is -0.179 eV. The calculation puts the highest occupied orbital energy at -9.328 eV. The SMILES is Cc1ncnnc1O. Its HOMO-LUMO gap is 0.33621 Ha. The maximum force is 9.1 eV/Å.

Formula: C29H80N7O8
Source: OMol25
Level of theory: wB97M-V/def2-TZVPD

Cartesian coordinates (Å):
O: -2.23 -0.46 -4.72
O: -1.77 -2.61 0.64
O: 2.20 4.77 3.25
O: -4.00 2.97 -0.82
O: 1.15 -3.42 -0.22
O: 0.55 0.01 0.14
O: 0.25 5.14 -1.73
O: 3.64 -1.48 1.53
N: 3.14 -2.04 4.31
N: -5.31 0.92 0.57
N: -1.75 -3.80 -6.40
N: -1.62 7.26 -1.70
N: 2.33 -4.51 2.16
N: 1.64 1.09 2.82
N: -0.93 -4.64 2.54
C: -2.77 3.52 -1.15
C: 0.55 -3.05 -1.44
C: 0.07 5.97 -2.87
C: -1.69 -1.79 -4.85
C: 4.11 -1.11 0.26
C: 3.60 2.26 2.08
C: -2.46 -1.67 -0.22
C: 1.58 4.79 -1.53
C: 2.95 -4.62 0.83
C: -1.69 7.38 -4.11
C: -4.43 3.19 0.52
C: -6.12 2.37 2.29
C: 0.77 1.01 -0.84
C: 1.87 -4.65 -0.29
C: 4.42 -1.44 3.89
C: -2.55 -3.81 0.89
C: -1.61 0.25 -3.61
C: -3.85 -2.78 -5.83
C: 2.42 2.26 3.09
C: 2.76 5.01 4.54
C: -5.65 2.25 0.83
C: 4.71 -1.84 2.41
C: -1.39 6.53 -2.93
C: -1.59 -4.95 1.31
C: -2.30 -6.29 1.48
C: 1.50 3.49 3.06
C: 3.96 -5.79 1.03
C: -2.36 -2.53 -6.05
C: 5.53 -1.81 4.83
H: 3.59 -3.78 0.56
H: -4.85 4.18 0.70
H: -1.25 6.65 -0.98
H: -1.58 -7.06 1.76
H: 1.23 -5.53 -0.24
H: 5.62 -1.32 2.13
H: -0.54 0.44 -3.76
H: 2.07 4.27 -2.35
H: 4.10 1.29 2.02
H: -2.62 4.60 -1.04
H: -0.61 -1.89 -5.02
H: -0.64 -5.58 2.79
H: -4.40 0.71 0.96
H: -2.19 1.17 -3.66
H: -4.24 -3.19 -6.76
H: -3.06 -4.10 -0.03
H: 3.33 -0.88 -0.46
H: 3.24 2.52 1.09
H: -2.95 -2.10 -1.10
H: 3.44 -2.99 4.50
H: 2.97 -4.46 2.94
H: -5.02 1.05 -0.39
H: -2.19 -1.83 -6.87
H: -5.32 2.73 2.93
H: -6.52 1.52 2.84
H: 4.72 -5.58 1.78
H: -0.19 -3.81 -1.65
H: -2.70 -6.62 0.52
H: -0.78 -3.62 -6.62
H: 4.37 3.00 2.29
H: 2.75 6.09 4.69
H: 0.70 3.40 3.79
H: 3.45 -6.71 1.31
H: -2.65 7.87 -3.99
H: 1.25 -2.99 -2.27
H: -0.87 8.10 -4.19
H: -4.41 -1.87 -5.62
H: 1.94 -5.42 2.36
H: -2.56 3.10 -2.13
H: 4.76 -2.92 2.26
H: 4.24 -0.37 3.96
H: 5.74 -2.87 4.86
H: 2.08 4.71 5.34
H: -3.20 -1.04 0.27
H: -1.87 -0.83 -0.57
H: -3.35 -3.71 1.62
H: -6.49 2.49 0.17
H: 2.20 5.62 -1.21
H: 1.65 4.05 -0.73
H: -3.17 -6.25 2.13
H: -1.69 6.79 -5.02
H: -1.78 -0.19 -2.63
H: -0.09 1.52 -1.28
H: 2.85 2.19 4.09
H: 5.31 -1.38 5.81
H: 1.14 0.67 -1.81
H: 2.36 -4.82 -1.24
H: -2.61 7.33 -1.53
H: 0.05 -2.09 -1.35
H: -4.14 -3.56 -5.13
H: 0.27 5.38 -3.76
H: 1.35 1.83 -0.41
H: 1.04 3.51 2.07
H: -0.90 -5.05 0.47
H: -1.70 -4.37 -5.57
H: -2.05 3.09 -0.46
H: 4.45 -6.02 0.08
H: 6.46 -1.32 4.55
H: 4.55 -1.99 -0.21
H: 0.79 1.23 3.35
H: -1.95 -2.37 -3.97
H: -3.60 3.07 1.22
H: -1.60 -4.48 3.27
H: 4.87 -0.33 0.29
H: -6.83 3.20 2.29
H: 0.80 6.77 -2.88
H: 3.76 4.63 4.72
H: 1.27 1.17 1.88
H: -2.07 5.69 -3.01
H: 2.85 -1.71 5.22

As for the energy: -58171.0731 eV. The expectation value of S² is 0.75. Its spin multiplicity is 2. Its lowest unoccupied orbital energy (alpha / beta) is 0.545 / -1.529 eV. The calculation puts the highest occupied orbital energy (alpha / beta) at -8.118 / -8.118 eV. Its HOMO-LUMO gap (alpha / beta) is 0.31836 / 0.24212 Ha. The maximum force is 2.6 eV/Å.